Entry 1:
Formula: C29H63Br2N5O14
Source: the OMol25 dataset
Level of theory: wB97M-V/def2-TZVPD

Geometry as XYZ:
```
113
C29H63Br2N5O14 | the OMol25 dataset | wB97M-V/def2-TZVPD
Br -1.89 -1.29 -1.98
C 0.21 -0.20 5.07
O -0.57 -0.81 1.65
C 1.63 -2.56 -0.18
C 0.03 -4.42 -0.42
O -0.23 2.78 3.99
C 5.98 -1.92 -0.24
H -6.39 4.19 0.64
H -5.93 -4.23 5.85
H -2.09 0.62 -0.36
C 6.96 -4.05 -0.59
H 6.98 -4.34 0.46
H -0.48 -4.05 -1.31
H 5.35 -3.17 -5.22
C -7.35 1.72 -0.39
H 5.08 0.35 0.89
C -5.00 2.07 -0.90
H 1.26 -1.97 -1.02
H 1.21 -2.29 0.79
O 4.84 -1.28 -0.45
H -1.59 6.27 1.81
C -6.05 3.22 1.01
H 3.97 -4.10 -4.68
C 4.64 -0.86 -4.50
H -2.31 1.25 -1.90
C 2.86 -2.06 -3.34
O -3.92 2.61 -0.75
N 0.19 -0.88 3.79
H 0.10 -2.85 4.48
C 2.38 -4.76 -0.93
C -1.82 3.53 1.76
H 4.60 3.01 -2.25
C 3.39 0.60 -0.37
C 0.88 3.18 -4.70
H -0.10 -5.50 -0.34
O 2.23 -1.04 -3.10
H 4.76 -0.73 -5.58
H -0.05 4.79 4.32
H 3.00 0.08 -1.25
H -0.69 1.46 -5.98
O 2.23 -5.83 -1.49
H 2.68 -2.31 -0.07
H 7.96 -3.66 -0.82
H 3.63 4.48 -2.59
H 0.58 -2.70 2.77
C -0.45 3.95 3.74
H -7.97 2.51 -0.85
C 4.80 0.11 -0.14
C -5.05 -2.12 4.02
H 2.56 -3.07 -3.01
O 0.75 1.88 -4.57
H 5.52 0.59 -0.82
O 5.89 -3.13 -0.78
H 2.76 0.44 0.51
O 2.13 3.56 -4.40
H 0.16 0.68 -2.46
H -6.75 2.95 1.80
H 2.50 1.99 -2.98
H -4.86 0.82 3.40
H 5.26 -3.67 -3.54
H -0.35 -3.99 0.51
H -7.44 -3.97 4.91
H 5.64 -0.84 -4.07
C -0.34 -0.23 2.71
C -0.16 0.80 -1.43
H -5.15 1.33 -1.70
C -6.51 -3.53 5.24
H -7.38 0.90 -1.10
H -1.46 3.88 0.79
C -1.71 5.80 2.78
H -2.93 -0.85 2.93
H 1.04 -0.57 5.68
H -0.60 0.81 2.94
C -4.55 0.49 2.40
H -2.76 5.88 3.06
H -1.31 1.43 -4.40
O -4.72 -1.93 2.75
H 0.29 0.88 4.96
H -0.18 0.12 -4.92
H -3.57 -1.07 1.35
H -0.67 -0.45 5.67
O -5.83 -3.20 4.04
H 3.36 1.69 -0.49
N 1.41 -3.99 -0.40
H 6.72 -4.92 -1.18
H -1.12 6.30 3.55
H -5.46 0.56 1.80
H 1.71 -2.20 4.01
C -3.87 -0.87 2.38
O -4.70 -1.48 4.96
N -1.26 4.42 2.76
N -6.05 2.27 -0.07
Br 0.32 2.63 -0.85
O 6.98 -1.48 0.25
H -7.97 1.48 0.47
H 3.52 2.05 -4.36
H -6.70 -2.66 5.87
H -5.07 3.35 1.46
H 4.05 0.00 -4.20
H -1.54 2.48 1.88
C -0.41 1.18 -4.96
H -2.91 3.58 1.77
C 4.67 -3.32 -4.39
O 0.03 3.95 -5.04
C 2.98 2.69 -3.65
H 0.33 0.09 -0.77
N 4.00 -2.08 -4.06
C -1.65 0.58 -1.36
C 4.05 3.56 -3.01
C 0.65 -2.25 3.76
H 3.38 -4.29 -0.88
H -3.95 1.28 1.94
H 4.75 3.88 -3.79
```

Summary:
Molecular weight   865.65 g/mol
Electronic energy   -207295.7500 eV
Max |F|   1.70 eV Å⁻¹
Total charge   0

---

Entry 2:
Formula: C29H63Ca3N2O15P2
Source: the OMol25 dataset
Level of theory: wB97M-V/def2-TZVPD

Geometry as XYZ:
```
114
C29H63Ca3N2O15P2 | the OMol25 dataset | wB97M-V/def2-TZVPD
H 8.07 1.35 0.91
O -1.50 0.97 1.62
C 0.66 -4.23 1.97
O -1.54 3.13 6.06
H 4.79 0.09 3.42
C -3.95 -0.17 0.12
H -0.85 2.55 -1.00
H 4.44 1.26 -2.54
H -2.96 -6.57 -2.52
H 3.25 -0.51 2.89
H -3.98 -0.36 -2.05
O 0.96 -1.19 -4.28
C 4.23 -0.19 2.53
H 1.76 -5.86 1.17
H 0.80 0.11 -5.88
C -1.40 3.47 -0.83
H -3.33 2.44 -1.15
H 5.72 3.02 1.97
H -4.21 -5.28 -0.80
H 2.80 -2.98 0.78
H 2.37 -0.02 -5.06
C 0.87 1.13 -3.88
C 5.09 1.83 -0.50
H 0.30 5.12 -1.67
C 6.15 2.05 1.66
H -1.48 3.90 -1.84
H 0.03 -1.78 -2.47
Ca -1.69 0.07 3.75
C -2.12 -4.57 -2.87
H -1.55 -6.29 -1.49
H 1.13 5.46 -0.17
H 3.76 0.31 -1.31
C 7.58 2.29 1.17
H 2.33 3.73 -1.63
O -4.16 -3.62 4.38
C 0.64 -1.00 -2.91
H -1.48 7.33 1.50
C 0.03 0.38 -2.83
C -3.30 -3.15 3.43
H -5.21 0.75 -1.44
H -5.27 -3.16 -0.05
H -5.98 -1.92 0.91
O -0.77 -0.89 -0.05
H -0.98 0.41 -3.27
O -0.66 -1.10 2.29
H -1.96 -2.53 -2.07
C -0.74 6.58 1.20
H -0.26 6.13 2.07
H 3.43 0.41 0.69
H -2.92 2.73 0.60
H 7.54 3.06 0.40
H -4.37 -2.77 4.83
H 0.71 -3.37 2.64
C -3.12 -5.23 -0.76
H 1.20 2.58 -1.25
H 0.82 -4.13 -1.12
O -3.07 -1.92 3.41
C 0.58 4.69 -0.71
O -2.68 -3.85 -0.73
H -0.04 -4.95 2.41
H -2.65 -4.72 -3.81
O -0.01 -3.89 0.73
H 0.96 -2.48 -0.57
H -5.73 -1.89 -2.01
C 1.96 -4.84 1.50
C -2.84 3.10 -0.42
H 8.15 2.87 1.91
H 0.48 2.07 -4.27
C 2.34 -3.88 0.37
H -3.45 3.99 -0.59
H 2.70 -4.83 2.30
H 3.66 1.83 1.80
C 0.98 -3.51 -0.22
H 0.02 7.13 0.63
H -3.62 -3.08 -2.41
C 4.06 0.88 1.44
C 1.57 3.53 -0.87
H 4.46 2.74 -0.43
H -1.77 6.08 -0.58
H 5.97 2.41 -0.82
H -2.95 0.23 -0.02
C -2.62 -3.40 -2.08
C -2.38 -5.81 -2.01
H 4.67 -1.08 2.07
H 3.01 -4.46 -0.26
N 5.35 1.22 0.79
C -1.40 5.54 0.31
O -0.55 1.88 4.29
H -4.38 0.41 0.94
C 1.29 0.08 -4.91
O 0.77 0.90 1.35
O -1.25 3.84 3.61
P -0.42 -0.03 1.20
H 1.83 1.34 -3.40
O -3.97 -1.56 0.50
H -6.66 -0.85 -0.81
Ca -0.22 2.74 1.98
H -2.38 5.28 0.73
Ca -1.84 -2.44 0.96
H 0.01 0.93 -1.90
H 5.53 0.15 -1.72
N -0.62 4.32 0.09
H 2.06 3.32 0.08
C 4.69 0.83 -1.56
H 1.57 -1.08 -2.32
C -4.67 -0.17 -1.23
C -5.23 -2.09 0.13
H -2.87 -5.65 0.21
C -5.72 -1.30 -1.10
H -1.07 -4.57 -3.18
P -1.81 2.76 4.60
H 6.20 1.51 2.61
O -2.96 1.84 4.12
O -2.78 -3.90 2.59
```

Summary:
Molecular weight   862.00 g/mol
Electronic energy   -138698.6330 eV
Max |F|   4.81 eV Å⁻¹
Total charge   -1

---

Entry 3:
Formula: C29H64AlBrFN2O2S2
Source: the OMol25 dataset
Level of theory: wB97M-V/def2-TZVPD

Geometry as XYZ:
```
102
C29H64AlBrFN2O2S2 | the OMol25 dataset | wB97M-V/def2-TZVPD
H -3.70 2.33 5.21
H -1.96 -5.38 -0.80
H -4.92 -0.43 0.26
H -3.31 4.78 5.66
H -4.67 2.77 3.79
C -0.64 0.24 -4.45
H -4.04 4.72 -1.19
H -3.62 -4.47 2.35
C 2.46 0.60 1.14
H 4.28 -4.47 1.17
C 7.66 3.19 1.56
H -2.89 4.31 -2.47
H 0.65 -5.25 -2.78
Al 4.57 0.08 3.04
H -1.18 -4.82 -2.75
H -4.46 2.09 0.10
H 4.91 -2.49 3.62
H 3.43 2.35 -4.85
H -4.36 2.65 -3.12
H 6.75 0.33 1.43
C 4.62 -1.92 2.61
H 3.02 -2.18 1.00
H -4.68 4.78 -4.19
H 0.95 2.76 -4.37
H 7.13 0.78 3.23
H 0.76 -2.22 -2.64
C -1.00 -1.26 -5.00
H 3.26 2.01 2.40
H 1.00 1.97 -2.66
C -3.84 3.09 4.43
H -5.05 4.41 5.65
C 6.24 2.54 2.08
H -4.26 -2.11 2.73
H 2.30 -2.30 2.82
C -1.33 -2.35 -3.78
C -1.62 -4.36 1.21
N -0.01 -4.24 -0.90
H -2.64 2.67 -0.17
Br 4.65 0.26 5.49
S 1.81 -5.02 1.38
H 7.74 4.28 2.03
C -2.86 0.59 0.88
C -3.27 -4.38 1.22
H -5.10 -3.14 0.48
N 2.96 1.00 2.51
C 1.41 -4.40 -0.39
C 0.09 -2.99 -3.24
H -5.81 5.18 -2.90
H 3.51 0.88 -3.60
O -4.45 2.99 -2.21
C -3.70 -1.77 1.73
H -4.85 0.28 2.03
H -4.38 6.21 -3.17
H -1.99 -3.19 -4.28
H -2.55 -1.70 1.95
C 3.09 1.97 -3.77
C 3.41 -4.22 1.94
H 1.45 0.32 -5.50
H -2.25 0.13 -0.01
C -4.14 4.44 5.04
H 1.51 -0.39 -3.75
C 1.45 1.83 0.65
F 5.87 3.20 3.39
H -0.54 -6.18 0.15
S 2.82 -4.02 -1.32
H -1.09 1.10 -5.11
O -2.67 3.16 3.63
H -1.94 3.44 4.22
H -1.15 -3.30 1.39
H -1.29 -5.04 2.13
H 3.70 -4.69 2.98
C -4.75 5.18 -3.17
C -3.37 2.13 0.58
H -0.05 -1.62 -5.63
H -4.27 5.20 4.25
C -0.11 -4.42 -2.40
C 3.20 -2.57 2.11
H 8.62 2.61 1.94
C -1.00 -5.11 -0.14
H 5.38 2.71 1.29
H 0.60 1.33 -0.02
H 1.74 -0.33 1.30
H -3.36 2.76 1.58
H -1.89 -1.20 -5.78
H 0.74 -3.29 -4.20
H 7.64 3.27 0.38
H -1.08 0.37 -3.37
H 0.88 2.24 1.62
C -3.94 -2.97 0.64
C 1.00 0.44 -4.40
H 3.49 2.71 -2.95
H -2.17 0.55 1.83
C -3.95 4.33 -2.20
H 5.50 -2.10 1.85
H 3.30 0.42 0.35
H -3.46 -2.76 -0.42
C 6.32 0.92 2.37
H 2.02 2.67 0.06
C -4.22 -0.30 1.21
H -1.89 -1.78 -2.90
C 1.45 1.90 -3.74
H -3.69 -5.33 0.66
```

Summary:
Molecular weight   662.86 g/mol
Electronic energy   -139206.6190 eV
Max |F|   3.38 eV Å⁻¹
Total charge   -1

---

total charge of number 3 (C29H64AlBrFN2O2S2)? -1